1.
Entry from the OMol25 dataset: C30H47N3O2RuS2Se2 as an isolated structure (ωB97M-V/def2-TZVPD).

Calculated values
Kohn-Sham gap (alpha / beta): 7.13 / 6.63 eV
Multiplicity: 2
Charge: +1
<S²>: 0.762

Geometry as XYZ:
```
87
Properties=species:S:1:pos:R:3:forces:R:3
Ru 0.0289 -0.5480 0.2147 -0.7 0.3 0.3
C 0.4589 -1.6730 2.0117 0.6 0.3 0.1
C 0.3098 -0.2775 2.3838 0.7 -0.1 -0.2
C 1.3723 0.4460 1.6885 0.0 -0.8 0.0
C 2.0362 -0.5359 0.8369 -0.3 -0.2 0.7
C 1.5818 -1.8589 1.1666 -0.1 0.5 0.0
C 2.3723 -3.1238 0.9421 0.0 0.0 0.1
C 3.2074 -3.0655 -0.3373 0.0 0.0 0.0
C 1.5258 -4.3931 1.0170 0.0 0.0 -0.1
C 3.3510 -3.1347 2.1426 -0.1 0.0 0.0
C 2.1025 1.7676 1.9308 0.1 0.1 0.0
C 1.2927 2.9891 2.3573 0.0 0.0 0.0
C 3.1117 1.4022 3.0496 0.0 0.1 -0.1
C 2.9377 2.1861 0.7082 0.0 0.0 0.0
C -0.6558 0.1303 3.4934 -0.1 0.0 0.0
C 0.1355 0.4912 4.7635 0.0 0.0 0.0
C -1.5821 1.2766 3.0844 0.0 0.0 0.0
C -1.5225 -1.0725 3.8976 -0.1 0.0 -0.1
H -0.1540 -2.4730 2.3881 0.0 0.0 0.0
H 2.8620 -0.3160 0.1827 0.0 0.0 0.0
H 2.6156 -2.7977 -1.2115 0.0 0.0 0.0
H 3.6680 -4.0359 -0.5222 0.0 0.0 0.0
H 4.0113 -2.3334 -0.2481 0.0 0.0 0.0
H 0.9314 -4.5490 0.1183 0.0 0.0 0.1
H 0.8525 -4.3761 1.8749 0.0 0.0 0.0
H 2.1843 -5.2522 1.1473 0.0 0.0 0.0
H 3.9425 -2.2196 2.1841 0.0 0.0 0.0
H 4.0352 -3.9775 2.0384 0.0 0.0 0.0
H 2.8144 -3.2457 3.0858 0.0 0.0 0.0
H 0.7375 2.8441 3.2769 0.0 -0.1 0.1
H 0.6011 3.3032 1.5807 0.1 0.0 0.1
H 1.9959 3.8025 2.5392 0.0 0.0 0.0
H 2.6273 1.1157 3.9800 0.0 0.0 0.0
H 3.7353 2.2750 3.2478 0.0 0.0 0.0
H 3.7688 0.5893 2.7364 0.0 0.0 0.0
H 2.3153 2.3242 -0.1735 0.0 0.0 0.0
H 3.7395 1.4818 0.4879 0.0 0.0 0.0
H 3.4174 3.1380 0.9361 0.0 0.0 0.0
H 0.6880 1.4190 4.6767 0.0 0.1 -0.1
H 0.8302 -0.3057 5.0352 0.0 0.0 0.0
H -0.5706 0.6092 5.5865 0.0 0.0 0.0
H -1.0395 2.1663 2.7805 -0.1 0.0 0.0
H -2.2206 1.5345 3.9309 0.0 0.0 0.0
H -2.2161 0.9894 2.2453 0.0 0.0 0.0
H -0.9264 -1.8673 4.3486 0.0 0.0 0.0
H -2.0823 -1.4976 3.0628 0.1 0.0 0.0
H -2.2487 -0.7475 4.6425 0.0 0.0 0.0
C -3.8244 -1.1229 0.9534 0.0 0.0 0.1
Se -2.2583 -2.1052 0.3424 -0.1 0.1 -0.2
C -2.7119 -1.9184 -1.5549 0.0 0.1 0.0
C -1.8053 -2.7658 -2.4153 0.0 0.0 -0.1
Se 0.0210 -2.6955 -1.7299 0.0 0.2 -0.2
C 0.9062 -3.1730 -3.4042 0.0 0.0 0.1
H -3.8149 -0.1269 0.5268 0.0 0.0 0.0
H -3.8095 -1.0780 2.0379 0.0 0.0 0.0
H -4.6877 -1.6998 0.6293 0.0 0.0 0.0
H -2.5909 -0.8584 -1.7782 0.0 0.0 0.0
H -3.7550 -2.2127 -1.6671 0.0 0.0 0.0
H -1.7928 -2.3814 -3.4346 0.0 0.0 0.0
H -2.1118 -3.8105 -2.4266 0.0 0.0 0.0
H 0.4929 -2.5803 -4.2110 0.0 0.0 0.0
H 0.7561 -4.2369 -3.5718 0.0 0.0 0.0
H 1.9669 -2.9582 -3.3079 0.0 0.0 0.0
N -3.4180 4.5650 -5.4528 0.0 0.0 -0.1
C -2.9276 3.9860 -4.3120 0.0 0.0 0.1
C -3.5827 2.8934 -3.7276 0.0 0.0 0.0
C -3.0592 2.2812 -2.6086 0.0 -0.1 0.0
C -1.8892 2.7616 -2.0433 0.0 -0.1 0.2
C -1.2332 3.8527 -2.5980 0.0 0.1 0.0
C -1.7397 4.4527 -3.7301 0.0 0.0 0.0
S -1.2206 2.0405 -0.5965 0.0 0.2 -0.4
O -1.0721 3.0755 0.3817 0.0 0.0 0.0
O -2.0283 0.8827 -0.2013 -0.2 -0.1 0.0
N 0.2499 1.4068 -0.9200 -0.3 -0.8 -0.2
C 0.4180 0.8597 -2.1802 0.3 0.2 -0.4
S 2.0572 0.6592 -2.7488 -0.1 0.1 -0.1
C 1.4349 0.0508 -4.2352 0.0 0.0 0.1
C 0.0825 0.0439 -4.1909 0.1 0.0 -0.1
N -0.4944 0.4815 -3.0277 0.0 0.1 0.1
H -4.3747 4.3863 -5.7032 0.0 0.0 0.0
H -3.0747 5.4743 -5.7086 0.0 0.0 0.0
H -4.5020 2.5243 -4.1643 0.0 0.0 0.0
H -3.5565 1.4262 -2.1712 0.0 0.0 0.0
H -0.3288 4.2356 -2.1421 0.0 0.0 0.0
H -1.2248 5.2975 -4.1690 0.0 0.0 0.0
H 2.0801 -0.2499 -5.0428 0.0 0.0 0.0
H -0.5558 -0.2684 -5.0059 0.0 0.0 0.0
```
Forces are in eV/Å.

2.
Entry from the OMol25 dataset: a single C5H10N2O3 molecule in a non-equilibrium geometry (ωB97M-V/def2-TZVPD).

Calculated values
Kohn-Sham gap: 9.05 eV
Charge: 0

Geometry as XYZ:
```
20
Properties=species:S:1:pos:R:3:forces:R:3
C 0.3719 0.3392 -2.4166 3.4 1.5 1.7
C -0.2882 -0.4205 2.3937 2.2 1.5 1.4
C -0.3448 0.8882 -1.2118 0.2 -2.7 -0.5
C -0.4132 0.6736 1.3298 -1.7 -0.5 -1.4
C 0.0770 0.0808 -0.0189 0.9 1.1 1.0
N 1.6268 0.1635 0.1281 -0.6 0.0 -0.1
N -0.4510 -1.2661 -0.2584 -2.0 -0.6 0.3
O 2.1447 -0.7395 0.6945 -0.1 0.0 -0.1
O -1.6846 -1.3206 -0.0813 1.7 -0.6 -0.4
O 0.2671 -2.1566 -0.6510 -0.4 0.2 0.2
H 0.2131 -0.6388 -2.6757 -1.2 -2.4 -0.6
H 1.5108 0.2730 -2.0881 -2.0 0.6 -1.1
H 0.2667 0.9723 -3.2514 0.1 0.7 -1.1
H 0.3797 -0.0803 3.3176 -1.6 -0.8 -1.9
H -1.2065 -0.8512 2.7041 -0.9 -0.1 0.4
H 0.2534 -1.1826 1.8628 0.4 -0.7 0.7
H -0.1104 1.8688 -1.0810 0.9 2.9 0.6
H -1.4040 0.8325 -1.2535 -1.1 -0.1 -0.3
H 0.2625 1.4957 1.4395 0.2 0.8 0.6
H -1.4711 1.0684 1.1176 1.5 -0.5 0.7
```
Forces are in eV/Å.

3.
Entry from the OMol25 dataset: a single C6H12N2Si molecule in a non-equilibrium geometry (ωB97M-V/def2-TZVPD).

Calculated values
Kohn-Sham gap: 7.76 eV
Charge: 0

Geometry as XYZ:
```
21
Properties=species:S:1:pos:R:3:forces:R:3
C 2.4816 0.7719 0.0670 -0.9 -1.3 -0.7
C 2.6516 -0.4994 -0.4583 2.4 -0.3 -0.6
C 0.5542 -1.4736 -0.3218 -4.0 -0.5 0.0
C -2.3937 -0.6341 -0.0271 -1.2 -1.0 0.9
C -0.5945 1.5044 -1.2819 -0.3 1.3 3.0
C -0.3669 0.6262 1.8188 -2.0 -3.2 -1.2
N 2.2660 1.8451 0.3997 0.0 1.6 0.7
N 1.7968 -1.4994 -0.6235 0.2 -0.8 0.7
Si -0.5902 0.0225 -0.0237 -1.1 1.0 0.9
H 3.6424 -0.8364 -0.5647 1.2 0.0 -0.4
H 0.0116 -2.4432 -0.2513 0.7 0.6 -0.5
H -3.2279 0.0899 0.1575 1.0 0.2 -0.9
H -2.6966 -1.3235 -0.8400 0.2 0.7 0.0
H -2.6891 -1.2418 0.8569 1.0 -0.2 -0.1
H -1.6341 1.9151 -1.5299 1.3 -0.5 1.0
H 0.1092 2.2911 -0.7416 -1.5 -1.3 -1.6
H -0.2432 1.2225 -2.2155 1.3 -0.4 -1.8
H 0.5293 0.3374 2.3159 0.6 -0.3 0.3
H -0.5098 1.6403 1.8975 -0.3 2.5 0.2
H -1.2826 0.1042 2.2769 1.4 0.8 -0.2
H 2.1859 -2.4190 -0.9109 0.0 1.1 0.4
```
Forces are in eV/Å.

4.
Entry from the OMol25 dataset: an isolated ion of composition C3H6NO2 and charge +1 in a non-equilibrium geometry (ωB97M-V/def2-TZVPD).

Calculated values
Kohn-Sham gap (alpha / beta): 6.36 / 9.65 eV
Multiplicity: 3
Charge: +1
<S²>: 2.026

Geometry as XYZ:
```
12
Properties=species:S:1:pos:R:3:forces:R:3
C 2.0801 0.1479 -0.4253 1.4 -0.9 0.9
C 0.7484 -1.7687 0.3835 -3.6 -3.4 2.2
C -0.6725 0.8968 -0.5108 0.0 1.0 -1.4
N 1.1533 -0.5923 0.2392 1.2 4.9 -1.9
O 3.2348 0.5588 -0.1037 2.7 -0.4 2.1
O 0.4058 0.5994 0.4421 -2.9 0.2 0.0
H -0.2787 -2.0245 0.7955 1.3 1.0 -0.4
H 1.4072 -2.5804 0.4443 1.2 -0.9 -0.8
H -0.3933 0.8524 -1.6155 0.2 -0.5 1.5
H -0.9066 1.9821 -0.3933 0.2 -1.0 0.5
H -1.5275 0.2779 -0.2994 -0.3 -0.1 0.0
H 3.6772 0.3755 0.8460 -1.5 0.2 -2.8
```
Forces are in eV/Å.

Let's list relative energy (zero: lowest compared OMol25 entry of this formula, charge and spin) in order: 23.2; 172.1; 90.6; 85.3 kcal/mol.
Let's list energy in order: -7179.9785; -531.5308; -634.7322; -322.5604 hartree.